(1)
Formula: C14H25N4O5
Source: OMol25
Level of theory: ωB97M-V/def2-TZVPD

Output
- SMILES: CNC(=O)[C@@H](CCC(=O)[O-])NC(=O)[C@@H](CCCCN)NC(C)=O
- HOMO-LUMO gap: 7.53 eV
- LUMO level: 2.6791 eV
- Highest occupied orbital energy: -4.85 eV

ORCA input file:
```
! wB97M-V def2-TZVPD RIJCOSX def2/J DEFGRID3
* xyz -1 1
C -4.690 0.280 0.698
N -3.449 -0.414 1.029
C -2.493 -0.646 0.148
O -2.580 -0.226 -1.017
C -1.297 -1.490 0.587
C -1.542 -3.010 0.370
C -2.853 -3.657 0.844
C -3.039 -3.623 2.351
O -3.061 -4.669 3.029
O -3.104 -2.459 2.845
N -0.132 -1.042 -0.197
C 1.151 -1.024 0.172
O 1.526 -1.481 1.268
C 2.145 -0.360 -0.795
C 1.708 1.057 -1.224
C 1.659 2.026 -0.039
C 1.071 3.402 -0.435
C -0.217 3.254 -1.255
N -0.791 4.574 -1.477
N 3.469 -0.295 -0.202
C 4.608 -0.302 -0.867
C 5.868 -0.259 -0.003
O 4.681 -0.332 -2.090
H -5.158 0.656 1.601
H -5.351 -0.417 0.153
H -4.500 1.131 0.085
H -3.406 -0.898 1.906
H -1.095 -1.319 1.641
H -1.412 -3.189 -0.707
H -0.715 -3.522 0.897
H -2.766 -4.713 0.517
H -3.674 -3.113 0.357
H -0.327 -0.714 -1.130
H 2.171 -0.936 -1.704
H 2.419 1.437 -1.977
H 0.732 0.959 -1.672
H 2.633 2.117 0.458
H 0.992 1.579 0.685
H 0.862 3.990 0.448
H 1.813 3.946 -1.003
H -0.037 2.826 -2.265
H -0.971 2.666 -0.707
H -1.561 4.490 -2.154
H -1.239 4.822 -0.609
H 3.509 -0.386 0.811
H 6.730 -0.044 -0.615
H 5.977 -1.191 0.489
H 5.735 0.520 0.752
*
```

Here are the Löwdin charges for atoms 1 to 4, given in e: -0.053 0.040 -0.468 0.004

(2)
Formula: C14H25N5S4Sn
Source: OMol25
Level of theory: ωB97M-V/def2-TZVPD

Output
- HOMO-LUMO gap: 6.74 eV
- LUMO level: -5.9380 eV
- Highest occupied orbital energy: -12.68 eV

ORCA input file:
```
! wB97M-V def2-TZVPD RIJCOSX def2/J DEFGRID3
* xyz 2 1
Sn -0.497 0.006 0.246
S -1.040 2.598 -0.231
S -0.872 -2.722 -0.079
C -2.867 2.360 -0.263
C -0.626 2.345 -2.028
C -1.049 1.083 -2.781
N -0.408 -0.158 -2.259
C -0.987 -1.454 -2.712
C -0.483 -2.631 -1.881
H 0.461 2.494 -2.076
H -1.090 3.222 -2.500
H -0.724 1.231 -3.828
H -2.141 0.971 -2.781
H -0.659 -1.651 -3.749
H -2.083 -1.400 -2.699
H 0.613 -2.702 -1.908
H -0.892 -3.568 -2.282
C -2.710 -2.705 -0.163
H 0.556 -0.151 -2.602
H -3.129 -1.922 -0.809
H -3.091 -2.593 0.860
H -3.024 -3.688 -0.542
H -3.225 2.281 0.774
H -3.191 1.498 -0.861
H -3.298 3.272 -0.697
C 5.161 0.090 -1.626
C 5.383 0.174 -0.310
H 5.137 0.980 -2.267
H 5.051 -0.881 -2.127
H 5.810 1.078 0.159
H 5.253 -0.697 0.351
N -3.401 -0.334 2.127
C -2.300 -0.380 2.905
N -1.080 -0.163 2.408
C -0.064 -0.314 3.344
C -0.541 -0.701 4.575
S -2.275 -0.840 4.587
C 1.226 0.040 2.843
C 2.454 0.194 3.443
S 3.604 0.930 2.368
C 2.408 0.965 1.117
N 1.250 0.431 1.499
N 2.622 1.595 -0.061
H -4.313 -0.454 2.573
H -3.355 0.075 1.201
H 0.127 -0.965 5.391
H 2.618 -0.087 4.480
H 3.581 1.910 -0.235
H 2.100 1.338 -0.896
*
```

Here are the Löwdin charges for atoms 1 to 4, given in e: 1.149 0.749 0.745 -0.355